This record from the OMol25 dataset describes C5H9NO in the gas phase. The level of theory is ωB97M-V/def2-TZVPD.

Geometry (Å):
C (-2.00707, -0.37651, -0.33504)
C (-0.53977, -0.52505, 0.08175)
C (0.17749, 0.83590, 0.15689)
C (1.67533, 0.72196, -0.07927)
O (1.86465, 0.05130, -1.31335)
C (-0.42879, -1.24882, 1.35842)
N (-0.34858, -1.81250, 2.36630)
H (-2.04654, 0.04185, -1.34582)
H (-2.54260, 0.29928, 0.33949)
H (-2.52195, -1.34110, -0.33950)
H (-0.01691, -1.12516, -0.67157)
H (-0.24852, 1.48564, -0.61596)
H (-0.00432, 1.31670, 1.12527)
H (2.15044, 0.17512, 0.74858)
H (2.11250, 1.73127, -0.11176)
H (2.77613, -0.25749, -1.35926)

Its SMILES is C[C@H](C#N)CCO. As for the total charge: 0. The calculation puts the orbital gap at 11.50 eV.